1.
Here is 2 unconnected molecules or ions with the total composition C7H15NO2 in a non-equilibrium geometry from OMol25. Energies are from the ωB97M-V functional and the def2-TZVPD basis.

Values from the calculation:
SMILES   CC[C@H]1C[C@]1(C)NC=O.O
ΔE to the lowest compared entry with this formula, charge and spin   37.12 kcal/mol
2S+1   1
E_LUMO   0.57 eV

Cartesian coordinates (Å):
1 C 2.8795 -1.5898 -1.2050
2 C 1.9835 -0.3849 -0.9323
3 C 0.6227 -0.7939 -0.4170
4 C 0.3787 -1.0698 1.0447
5 C -0.2583 0.1277 0.3842
6 C 0.1904 1.5289 0.7376
7 N -1.6735 0.0260 0.1000
8 C -2.6793 -0.0057 1.1272
9 O -2.4785 0.0941 2.3273
10 H 3.8643 -1.2741 -1.5771
11 H 3.0343 -2.1767 -0.2876
12 H 2.4315 -2.2543 -1.9591
13 H 2.4779 0.2754 -0.2050
14 H 1.8623 0.2053 -1.8550
15 H 0.0742 -1.4499 -1.1007
16 H -0.2674 -1.9051 1.3151
17 H 1.1952 -0.8726 1.7421
18 H 1.2388 1.5466 1.0571
19 H 0.0548 2.2092 -0.1162
20 H -0.4098 1.9146 1.5731
21 H -1.9547 -0.3311 -0.8058
22 H -3.6375 -0.3818 0.7157
23 H -2.2550 1.8675 -0.5278
24 O -2.9775 2.5790 -0.3392
25 H -3.6966 2.1151 -0.7962

Cartesian forces (eV/Å) of the 6 atoms listed first:
C 0.1 -0.2 0.0
C 0.0 0.3 0.0
C -0.2 -0.1 -0.2
C 0.1 -0.1 0.2
C 0.0 0.0 0.2
C -0.1 0.1 0.2

What are the Mulliken partial charges on each atom? They are as follows, in elementary charge units:
1. C -1.257
2. C -0.414
3. C -0.283
4. C -0.984
5. C 1.048
6. C -1.697
7. N -0.132
8. C 0.015
9. O -0.487
10. H 0.387
11. H 0.298
12. H 0.325
13. H 0.217
14. H 0.293
15. H 0.388
16. H 0.254
17. H 0.248
18. H 0.458
19. H 0.322
20. H 0.367
21. H 0.324
22. H 0.333
23. H 0.325
24. O -0.660
25. H 0.313

***

2.
Here is 2 unconnected molecules or ions with the total composition C6H12O from OMol25. Energies are from the ωB97M-V functional and the def2-TZVPD basis.

Values from the calculation:
SMILES   CCC1=COCC1.[H][H]
ΔE to the lowest compared entry with this formula, charge and spin   43.06 kcal/mol
2S+1   1
E_LUMO   1.07 eV

Cartesian coordinates (Å):
1 C 0.5390 -1.2790 -0.5931
2 C 0.1629 0.1356 -0.2754
3 C -0.5602 0.5720 0.9825
4 C -0.7568 2.0763 0.7130
5 O 0.0913 2.4171 -0.3997
6 C 0.4912 1.2360 -0.9510
7 C 1.6627 -1.8004 0.3098
8 H -2.8998 -0.7894 -1.1005
9 H 0.8516 -1.3452 -1.6427
10 H -0.3424 -1.9279 -0.4916
11 H -2.3394 -0.3192 -1.2428
12 H 0.0407 0.3811 1.8822
13 H -1.5197 0.0574 1.1174
14 H -0.4817 2.7182 1.5537
15 H -1.7904 2.2989 0.4215
16 H 1.0523 1.3352 -1.8739
17 H 1.3629 -1.7896 1.3638
18 H 1.9380 -2.8282 0.0502
19 H 2.5531 -1.1701 0.2100

Cartesian forces (eV/Å) of the 6 atoms listed first:
C 0.0 0.0 -0.1
C 0.1 0.2 -0.1
C 0.0 0.0 0.1
C -0.2 0.0 0.2
O 0.0 0.1 0.0
C 0.0 -0.3 -0.1

What are the Mulliken partial charges on each atom? They are as follows, in elementary charge units:
1. C -0.526
2. C 0.207
3. C -0.390
4. C -0.358
5. O -0.444
6. C -0.424
7. C -1.151
8. H 0.222
9. H 0.322
10. H 0.282
11. H -0.235
12. H 0.288
13. H 0.282
14. H 0.281
15. H 0.237
16. H 0.432
17. H 0.302
18. H 0.366
19. H 0.309

***

3.
Here is 2 unconnected molecules or ions with the total composition C3H11N3 in a non-equilibrium geometry from OMol25. Energies are from the ωB97M-V functional and the def2-TZVPD basis.

Values from the calculation:
SMILES   C=CN.CNN
ΔE to the lowest compared entry with this formula, charge and spin   55.57 kcal/mol
2S+1   1
E_LUMO   1.06 eV

Cartesian coordinates (Å):
1 C -1.5700 -0.3655 -0.6989
2 N -1.3439 -0.5301 0.7172
3 N -1.9102 0.6140 1.4288
4 H -0.2890 -0.4301 0.8664
5 H -2.9187 0.5733 1.2850
6 H -1.7469 0.4383 2.4188
7 H -1.0405 0.5248 -1.0903
8 H -2.6401 -0.3030 -0.9031
9 H -1.1738 -1.2401 -1.2126
10 N 2.1496 -0.1773 -1.5203
11 C 1.7287 0.5410 -0.4204
12 C 1.6875 0.0625 0.8318
13 H 1.7650 0.0977 -2.4090
14 H 2.1886 -1.1766 -1.3933
15 H 1.5440 1.5881 -0.6182
16 H 1.9996 -0.9491 1.0512
17 H 1.5701 0.7321 1.6669

Cartesian forces (eV/Å) of the 6 atoms listed first:
C 0.5 0.3 0.0
N 1.3 -0.3 0.8
N 0.2 0.3 -0.2
H -2.0 -0.1 -0.3
H 0.2 -0.1 0.2
H -0.2 -0.1 -0.2

What are the Mulliken partial charges on each atom? They are as follows, in elementary charge units:
1. C -0.728
2. N -0.355
3. N -0.557
4. H 0.368
5. H 0.218
6. H 0.226
7. H 0.234
8. H 0.323
9. H 0.283
10. N -0.475
11. C 0.124
12. C -1.132
13. H 0.249
14. H 0.213
15. H 0.354
16. H 0.307
17. H 0.347

***

4.
Here is a molecular structure, C38H30N8O2PSTl from OMol25. Energies are from the ωB97M-V functional and the def2-TZVPD basis.

Values from the calculation:
ΔE to the lowest compared entry with this formula, charge and spin   1.19 kcal/mol
2S+1   1
Charge   +2
E_LUMO   -5.90 eV

Cartesian coordinates (Å):
1 Tl -0.7292 0.3279 -0.3658
2 N -1.1774 4.3110 1.9141
3 C -1.3283 3.2726 1.1029
4 N -0.5235 2.2465 1.0927
5 C 0.5246 2.1706 1.9868
6 N 1.4012 1.2027 1.9635
7 N 1.2323 0.3046 0.9691
8 C 2.1632 -0.5315 0.7289
9 C 2.0666 -1.4433 -0.4108
10 C 3.0967 -2.3364 -0.6828
11 C 3.0151 -3.1362 -1.8122
12 C 1.9046 -3.0246 -2.6335
13 C 0.9110 -2.1216 -2.2827
14 N 0.9891 -1.3501 -1.2062
15 C 0.6726 3.2241 2.9745
16 C 1.6547 3.1950 3.9696
17 C 1.7966 4.2621 4.8272
18 C 0.9693 5.3800 4.7009
19 C -0.0171 5.4217 3.7379
20 C -0.1739 4.3382 2.8811
21 H -1.8234 5.0836 1.8546
22 H -2.1825 3.2546 0.4347
23 H 3.0675 -0.5474 1.3326
24 H 3.9484 -2.3893 -0.0171
25 H 3.8058 -3.8345 -2.0516
26 H 1.8006 -3.6262 -3.5255
27 H 0.0150 -2.0180 -2.8874
28 H 2.2922 2.3250 4.0393
29 H 2.5519 4.2366 5.6006
30 H 1.1022 6.2227 5.3656
31 H -0.6653 6.2858 3.6554
32 O -4.9266 0.2466 -0.7163
33 C -3.8966 0.2372 -0.0625
34 O -2.9611 1.1070 -0.0495
35 C -3.6620 -1.0149 0.8577
36 P -2.0394 -1.7477 0.5732
37 C -1.3173 -2.2611 2.1437
38 C -1.2405 -3.5885 2.5565
39 C -0.6896 -3.8851 3.7947
40 C -0.2208 -2.8710 4.6162
41 C -0.3148 -1.5446 4.2119
42 C -0.8591 -1.2396 2.9775
43 C -2.1653 -3.0921 -0.6093
44 C -1.1436 -4.0373 -0.7182
45 C -1.2122 -5.0075 -1.7044
46 C -2.2800 -5.0266 -2.5922
47 C -3.2917 -4.0813 -2.4888
48 C -3.2384 -3.1108 -1.5005
49 H -4.4531 -1.7450 0.6936
50 H -3.6960 -0.6730 1.8931
51 H -1.6270 -4.3836 1.9321
52 H -0.6355 -4.9153 4.1211
53 H 0.2117 -3.1118 5.5779
54 H 0.0377 -0.7511 4.8577
55 H -0.9526 -0.2049 2.6616
56 H -0.3085 -4.0229 -0.0280
57 H -0.4327 -5.7549 -1.7780
58 H -2.3272 -5.7874 -3.3603
59 H -4.1341 -4.1075 -3.1672
60 H -4.0446 -2.3901 -1.4159
61 N 1.4441 1.6874 -3.9243
62 C 2.4773 2.1428 -3.1271
63 C 3.7549 2.5898 -3.4377
64 C 4.5349 3.0131 -2.3822
65 C 4.0507 2.9913 -1.0668
66 C 2.7855 2.5339 -0.7605
67 C 1.9851 2.0889 -1.8129
68 N 0.6800 1.6092 -1.8484
69 C 0.4050 1.3863 -3.1196
70 C -0.9004 0.9469 -3.5667
71 C -1.4575 1.0855 -4.8022
72 S -3.0817 0.5655 -4.7669
73 C -2.9274 0.1918 -3.1101
74 N -1.7431 0.4256 -2.6184
75 H 1.4704 1.5941 -4.9262
76 H 4.1171 2.6012 -4.4574
77 H 5.5364 3.3744 -2.5709
78 H 4.6886 3.3508 -0.2703
79 H 2.4368 2.5277 0.2620
80 H -1.0211 1.5013 -5.6965
81 H -3.7752 -0.1491 -2.5309

Cartesian forces (eV/Å) of the 6 atoms listed first:
Tl -0.5 0.0 0.2
N -0.1 0.0 -0.1
C -0.2 0.0 0.1
N 0.2 -0.3 -0.1
C 0.0 -0.2 -0.1
N 0.2 0.3 0.6

What are the Mulliken partial charges on each atom? They are as follows, in elementary charge units:
1. Tl 2.957
2. N 0.151
3. C -0.846
4. N -0.040
5. C 0.003
6. N -1.594
7. N 1.320
8. C -1.130
9. C 1.112
10. C -0.917
11. C -0.682
12. C -0.990
13. C -0.593
14. N 0.677
15. C 0.841
16. C -0.402
17. C -0.916
18. C -0.501
19. C -0.967
20. C 0.055
21. H 0.312
22. H 0.595
23. H 0.371
24. H 0.550
25. H 0.471
26. H 0.542
27. H 0.450
28. H 0.524
29. H 0.464
30. H 0.440
31. H 0.438
32. O -0.670
33. C 0.111
34. O -0.491
35. C -0.786
36. P 1.510
37. C 0.460
38. C -0.478
39. C -0.731
40. C -0.680
41. C -0.711
42. C -0.650
43. C 0.716
44. C -0.897
45. C -0.822
46. C -0.661
47. C -0.885
48. C -0.693
49. H 0.602
50. H 0.545
51. H 0.533
52. H 0.449
53. H 0.426
54. H 0.501
55. H 0.368
56. H 0.505
57. H 0.485
58. H 0.446
59. H 0.503
60. H 0.399
61. N 0.033
62. C 0.204
63. C -1.234
64. C -0.531
65. C -0.987
66. C -0.195
67. C 0.668
68. N -0.038
69. C 0.315
70. C -0.591
71. C -0.385
72. S -0.125
73. C -0.190
74. N 0.431
75. H 0.257
76. H 0.446
77. H 0.419
78. H 0.486
79. H 0.364
80. H 0.431
81. H 0.126

***

5.
Here is a gas-phase ion, C5H8NO2 (charge +1) in a non-equilibrium geometry from OMol25. Energies are from the ωB97M-V functional and the def2-TZVPD basis.

Values from the calculation:
ΔE to the lowest compared entry with this formula, charge and spin   107.57 kcal/mol
2S+1   1
Charge   +1
E_LUMO   -5.58 eV

Cartesian coordinates (Å):
1 C -0.6097 1.5238 -0.3503
2 C 0.3259 1.1624 0.5333
3 C -0.9160 0.3595 -1.2986
4 C 0.9394 -0.1066 0.2520
5 C 1.5179 -0.9668 1.2733
6 N -1.3790 -0.7211 -0.3993
7 O 0.2327 0.0019 -1.8867
8 O 1.1708 -0.4838 -0.9557
9 H -1.3221 2.3940 -0.3515
10 H 0.5530 1.7816 1.2928
11 H -1.5047 0.6996 -2.2032
12 H 2.2783 -1.8239 1.0431
13 H 0.5406 -1.4934 1.5089
14 H 1.9184 -0.5653 2.2597
15 H -1.9386 -0.2787 0.2380
16 H -1.8070 -1.4831 -0.9558

Cartesian forces (eV/Å) of the 6 atoms listed first:
C -1.8 -0.1 -0.5
C -1.6 -0.8 -3.1
C -2.2 1.3 1.5
C 1.9 0.5 0.8
C 0.9 -2.5 2.0
N 1.5 -0.7 -4.0

What are the Mulliken partial charges on each atom? They are as follows, in elementary charge units:
1. C -0.453
2. C -0.433
3. C 0.098
4. C 0.834
5. C -1.078
6. N -0.470
7. O -0.216
8. O -0.081
9. H 0.387
10. H 0.553
11. H 0.395
12. H 0.319
13. H 0.322
14. H 0.345
15. H 0.225
16. H 0.254

***

6.
Here is 2 unconnected molecules or ions with the total composition C10H18IN2 in a non-equilibrium geometry from OMol25. Energies are from the ωB97M-V functional and the def2-TZVPD basis.

Values from the calculation:
ΔE to the lowest compared entry with this formula, charge and spin   92.41 kcal/mol
2S+1   1
Charge   +1
E_LUMO (alpha / beta)   -4.86 / -5.06 eV

Cartesian coordinates (Å):
1 C 1.9888 0.0073 1.1977
2 C 1.2028 -0.9722 1.4908
3 C -2.0299 1.7793 -1.9298
4 C -2.0362 -1.4376 -0.4967
5 C -1.0508 -0.7796 0.4227
6 C -0.8993 0.8619 -1.4776
7 C -2.2318 0.3733 -1.9161
8 C 2.7286 0.6074 2.3434
9 C 0.3778 0.5964 -2.3761
10 C 0.2787 -1.6452 0.5753
11 N -2.8963 -0.3872 -1.0303
12 N -0.6946 0.6554 -0.0604
13 I -1.8183 -1.4958 -4.1899
14 H 2.1592 0.4490 0.1775
15 H 0.9115 -1.1623 2.4810
16 H -2.3266 2.2989 -1.0559
17 H -1.9109 2.4156 -2.9200
18 H -1.6056 -2.0169 -1.2618
19 H -2.5350 -2.1432 0.1203
20 H -1.5393 -0.5500 1.4092
21 H 2.6821 1.7471 2.1526
22 H 3.7399 0.3293 2.1031
23 H 2.4257 0.2319 3.3259
24 H 0.5941 -0.4101 -2.5297
25 H 1.1704 1.1538 -2.0029
26 H 0.0153 0.9544 -3.3047
27 H 0.1678 -2.7537 0.7411
28 H 0.6872 -1.7483 -0.4360
29 H -3.8399 -0.7051 -1.3648
30 H -1.4520 1.2968 0.3199
31 H 0.1579 0.8644 0.4488

Cartesian forces (eV/Å) of the 6 atoms listed first:
C 1.3 1.8 0.0
C -2.4 -1.4 -0.9
C 1.5 2.8 -2.5
C -0.5 1.1 0.9
C 0.9 -0.6 1.4
C 2.6 -1.4 -3.1

What are the Mulliken partial charges on each atom? They are as follows, in elementary charge units:
1. C 0.187
2. C -0.600
3. C -0.763
4. C -0.857
5. C -0.114
6. C 0.865
7. C -0.296
8. C -1.332
9. C -2.046
10. C -0.610
11. N -0.154
12. N 0.161
13. I -0.110
14. H 0.442
15. H 0.217
16. H 0.281
17. H 0.267
18. H 0.224
19. H 0.516
20. H 0.462
21. H 0.299
22. H 0.320
23. H 0.372
24. H 0.368
25. H 0.512
26. H 0.516
27. H 0.472
28. H 0.270
29. H 0.366
30. H 0.517
31. H 0.248